# C2H38O19

A 18-piece molecular cluster, C2H38O19 overall at a distorted geometry (the ωB97M-V functional and the def2-TZVPD basis, OMol25).

Last column: Löwdin charge in e.
Atoms and positions in Å:
O1 -11.10858 1.60931 11.01432  -0.3452
C1 -10.23325 1.73335 12.04687  -0.3664
C2 -8.80446 1.95289 11.60580  -0.2630
O2 -7.98772 2.19372 12.76922  -0.3446
H1 -10.25207 0.80769 12.68995  0.1205
H2 -10.46821 2.50442 12.73347  0.0844
H3 -8.72253 2.85599 10.88455  0.1026
H4 -8.51517 1.01137 11.11996  0.0773
O3 -11.22744 4.29793 10.52106  -0.0654
H5 -10.25058 4.41261 10.75709  0.0320
H6 -11.28223 3.35122 10.66584  -0.0168
O4 -6.11964 3.06196 9.11100  -0.0817
H7 -7.02939 2.79264 8.91709  0.0058
H8 -5.55730 2.83843 8.33968  0.0726
O5 -10.94145 -0.49252 15.27001  -0.0885
H9 -10.51280 0.36242 15.07116  -0.0236
H10 -11.86565 -0.51292 15.04006  0.0072
O6 -13.12682 2.27911 9.24123  -0.0261
H11 -13.27899 1.41729 8.94608  -0.0063
H12 -12.44702 2.13941 9.87540  -0.0366
O7 -6.74638 0.31777 9.38545  -0.0358
H13 -7.15814 0.60645 10.20479  -0.0024
H14 -5.98020 0.83951 9.32400  -0.0191
O8 -10.25795 3.52548 16.23878  -0.0725
H15 -9.91440 3.18587 15.43256  -0.0461
H16 -11.17407 3.22267 16.14448  0.0304
O9 -10.23552 0.18227 9.17644  -0.0635
H17 -10.47483 0.82098 9.89413  -0.0379
H18 -10.20574 -0.62856 9.60290  -0.0150
O10 -5.69785 2.18432 14.53350  -0.0605
H19 -5.96935 2.23495 13.61097  -0.0224
H20 -6.14757 2.86646 15.00369  0.0112
O11 -12.98032 2.17687 12.83354  -0.0467
H21 -12.66914 1.97718 13.70573  0.0094
H22 -12.19953 1.96580 12.32111  -0.0397
O12 -5.64781 2.36530 11.74992  -0.0961
H23 -6.56898 2.41313 12.04181  -0.0442
H24 -5.63079 2.72485 10.84067  -0.0041
O13 -11.82012 -1.09635 11.44085  -0.0511
H25 -12.78030 -1.04570 11.39703  0.0383
H26 -11.45551 -0.22110 11.44985  -0.0287
O14 -9.19618 1.42190 14.90204  -0.0720
H27 -8.48790 0.91447 15.26419  0.0591
H28 -8.73344 1.77901 14.11408  -0.0070
O15 -8.70513 2.37003 7.95383  -0.0773
H29 -9.36350 1.84254 8.46583  0.0261
H30 -9.14070 3.24318 8.05142  0.0580
O16 -7.98151 -0.81105 12.62475  -0.0309
H31 -8.81805 -1.20379 12.87886  0.0327
H32 -8.17076 0.04855 12.27645  -0.0373
O17 -11.78933 4.92798 13.06759  -0.0423
H33 -11.97212 5.82417 13.07219  -0.0009
H34 -11.50178 4.65904 12.17946  -0.0102
O18 -8.98721 4.46131 13.74817  -0.0777
H35 -8.66092 3.60962 13.38622  -0.0233
H36 -9.92620 4.46760 13.58176  -0.0286
O19 -8.59304 4.97292 10.52473  -0.0409
H37 -8.45627 4.10098 10.90029  -0.0210
H38 -7.76130 5.40734 10.62921  0.0522

Cartesian forces, eV/Å:
O -0.8 0.4 -0.5
C 1.1 -1.5 0.2
C 1.1 1.1 1.7
O -1.0 -0.1 -1.7
H 0.3 0.5 -0.3
H -0.4 1.3 0.8
H -0.4 -2.5 0.5
H 0.1 0.6 -0.8
O 2.2 1.0 0.6
H -1.9 0.6 -0.9
H -0.5 -1.3 -0.1
O 1.2 0.5 -0.6
H -0.3 -0.3 -0.6
H -0.9 0.2 0.6
O 0.1 -0.8 0.5
H -0.1 0.1 -0.2
H -0.2 0.4 -0.3
O -1.0 2.0 -0.6
H -0.5 -2.1 -0.9
H 1.2 -0.1 1.3
O -1.3 -1.4 -0.2
H 0.1 -0.1 0.0
H 1.5 1.0 0.1
O -1.7 0.5 1.3
H 1.3 -0.4 -1.1
H 0.2 0.3 0.4
O 0.4 2.0 -2.1
H -0.6 0.1 0.3
H 0.1 -2.5 1.1
O 0.9 -0.9 0.3
H 0.0 0.1 0.1
H -0.7 0.7 0.2
O -1.0 -0.1 0.4
H 0.0 0.1 1.0
H 0.0 -0.2 -1.3
O 1.5 0.3 -1.2
H -1.2 -0.1 0.3
H -0.1 -0.2 0.6
O -0.3 -2.0 0.2
H 0.3 0.5 0.0
H -0.2 1.5 -0.2
O -0.6 0.2 0.4
H 0.7 -0.7 0.7
H 0.3 0.2 -1.2
O -1.2 0.9 0.8
H 0.8 -0.6 -0.5
H 0.5 -0.3 -0.3
O 0.5 -1.4 0.3
H -0.3 0.1 0.0
H -0.1 0.7 0.3
O 0.5 -2.7 1.1
H -0.4 2.6 -0.3
H -0.5 0.3 -0.6
O 0.6 0.2 0.1
H 0.4 -0.1 -0.1
H -0.8 0.4 0.0
O -0.5 0.3 -0.7
H 0.5 0.2 0.4
H 0.8 0.5 0.3

- energy relative to the best compared isomer or geometry (same formula, charge and spin) (kcal per mole) = 20.1
- DFT total energy (eV) = -41594.7726
- HOMO-LUMO gap (eV) = 7.95
- net charge = -2
- lowest unoccupied orbital energy (eV) = 4.69